Below is 16 unconnected molecules or ions with the total composition C96H80F16 at a distorted geometry, with properties calculated with ωB97M-V/def2-TZVPD.

Last column: Löwdin charge in e.
CARTESIAN COORDINATES (ANGSTROEM)
1 F 2.13442 -3.11073 -3.30624  0.062
2 C 1.13403 -3.25807 -4.18087  -0.306
3 C 0.64367 -4.55535 -4.39616  -0.013
4 C -0.29043 -4.79563 -5.44039  -0.072
5 C -0.85370 -3.74001 -6.20232  -0.069
6 C -0.42819 -2.44262 -5.82899  -0.067
7 C 0.53008 -2.18269 -4.80236  -0.014
8 H 1.01942 -5.45770 -3.93684  0.099
9 H -0.60783 -5.81338 -5.61316  0.098
10 H -1.60249 -3.86100 -6.97113  0.097
11 H -0.80297 -1.64098 -6.44811  0.086
12 H 0.93288 -1.19174 -4.65350  0.113
13 F 1.44849 5.42452 -0.55923  0.025
14 C 0.73235 5.00432 -1.68147  -0.266
15 C 1.01643 5.43239 -2.95640  -0.064
16 C 0.40136 4.89699 -4.07138  -0.089
17 C -0.51858 3.86266 -3.92605  -0.079
18 C -0.80861 3.35147 -2.64918  -0.049
19 C -0.23111 3.97928 -1.46808  -0.005
20 H 1.80226 6.16943 -3.03155  0.123
21 H 0.52277 5.36300 -5.03807  0.109
22 H -1.00778 3.44546 -4.79381  0.089
23 H -1.45190 2.48832 -2.56230  0.079
24 H -0.46031 3.62078 -0.47543  0.095
25 F -3.06490 -0.57044 1.51058  0.013
26 C -3.76886 -1.73667 1.31720  -0.235
27 C -3.03923 -2.94612 1.05139  0.024
28 C -3.80216 -4.11548 0.69913  -0.073
29 C -5.18086 -4.06441 0.75754  -0.119
30 C -5.87308 -2.90734 1.07601  -0.063
31 C -5.14649 -1.71442 1.33941  -0.010
32 H -1.96146 -3.00886 1.02188  0.094
33 H -3.24088 -5.01638 0.49974  0.094
34 H -5.76482 -4.91926 0.44996  0.101
35 H -6.94729 -2.96509 0.98043  0.103
36 H -5.67010 -0.77108 1.38798  0.095
37 F 6.59787 1.27954 0.01896  0.051
38 C 5.50433 1.67991 -0.65558  -0.271
39 C 4.45029 0.79432 -0.90773  0.008
40 C 3.25589 1.33818 -1.47468  -0.046
41 C 3.20862 2.70181 -1.82147  -0.063
42 C 4.28126 3.56215 -1.52306  -0.076
43 C 5.40353 3.04552 -0.95813  -0.039
44 H 4.60079 -0.26623 -0.76985  0.076
45 H 2.43590 0.68690 -1.73897  0.094
46 H 2.26847 2.98105 -2.27372  0.078
47 H 4.41506 4.59766 -1.79913  0.108
48 H 6.20717 3.70125 -0.65717  0.120
49 F -1.13198 -5.44431 4.69436  0.048
50 C -0.48177 -4.29948 4.35408  -0.273
51 C -1.00103 -3.03132 4.74979  -0.009
52 C -0.35309 -1.82403 4.49032  -0.080
53 C 0.89269 -1.86623 3.89629  -0.101
54 C 1.42005 -3.09684 3.47041  -0.044
55 C 0.70905 -4.30785 3.69956  -0.020
56 H -1.88402 -3.04514 5.37150  0.107
57 H -0.75718 -0.87435 4.80846  0.093
58 H 1.40663 -0.95834 3.61698  0.073
59 H 2.36920 -3.08671 2.95523  0.089
60 H 1.11672 -5.24707 3.35596  0.111
61 F 2.58469 -0.90425 1.35171  0.064
62 C 1.48772 -0.68515 0.64528  -0.316
63 C 1.16064 -1.53645 -0.43498  0.002
64 C -0.02995 -1.39644 -1.13941  -0.069
65 C -0.85551 -0.35862 -0.74325  -0.087
66 C -0.52708 0.41144 0.37009  -0.078
67 C 0.67616 0.30135 1.04808  -0.015
68 H 1.82605 -2.31802 -0.77081  0.091
69 H -0.25789 -2.06155 -1.95921  0.088
70 H -1.80595 -0.29263 -1.25190  0.097
71 H -1.25563 1.18092 0.57875  0.085
72 H 0.82383 1.00785 1.85147  0.106
73 F -6.77846 1.04048 0.09792  0.017
74 C -5.93310 2.00373 -0.41767  -0.228
75 C -6.34513 2.72292 -1.55159  -0.020
76 C -5.45175 3.59726 -2.13657  -0.083
77 C -4.14187 3.73233 -1.68203  -0.082
78 C -3.73603 2.95277 -0.58957  -0.067
79 C -4.62092 2.08307 0.05530  0.001
80 H -7.37653 2.70793 -1.87161  0.113
81 H -5.85991 4.20769 -2.92853  0.106
82 H -3.51708 4.46311 -2.17395  0.083
83 H -2.74454 3.10001 -0.18749  0.081
84 H -4.26786 1.51390 0.90253  0.093
85 F -3.98715 6.47163 0.51993  0.018
86 C -3.49070 7.17962 -0.56058  -0.234
87 C -2.43579 6.65895 -1.26830  -0.038
88 C -2.06381 7.30717 -2.42933  -0.072
89 C -2.74949 8.43259 -2.85312  -0.079
90 C -3.83345 8.96638 -2.09852  -0.080
91 C -4.22672 8.33755 -0.93734  -0.010
92 H -1.99494 5.74723 -0.89304  0.095
93 H -1.21016 6.91297 -2.96061  0.087
94 H -2.43540 8.99705 -3.71865  0.096
95 H -4.29435 9.86754 -2.47517  0.100
96 H -5.05673 8.69524 -0.34614  0.112
97 F 8.18206 -2.53872 4.98969  0.030
98 C 7.20510 -1.80698 4.36973  -0.209
99 C 7.12687 -1.83473 2.93968  -0.001
100 C 6.24595 -0.97815 2.29295  -0.094
101 C 5.36487 -0.18529 3.01763  -0.095
102 C 5.44969 -0.12757 4.39651  -0.090
103 C 6.30690 -0.94733 5.11576  -0.001
104 H 7.80609 -2.46681 2.38694  0.110
105 H 6.26579 -0.90484 1.21563  0.075
106 H 4.72125 0.45683 2.43469  0.082
107 H 4.83763 0.57725 4.93965  0.090
108 H 6.33279 -0.82895 6.18894  0.104
109 F 3.20392 -4.50306 0.88267  0.038
110 C 4.31160 -4.25570 0.12972  -0.233
111 C 4.78842 -2.95617 -0.12988  -0.012
112 C 5.90673 -2.84380 -0.97275  -0.115
113 C 6.61551 -3.88080 -1.40676  -0.116
114 C 6.17609 -5.19696 -1.18943  -0.041
115 C 4.97881 -5.38268 -0.42095  0.003
116 H 4.39630 -2.07670 0.35917  0.074
117 H 6.19507 -1.82881 -1.20307  0.099
118 H 7.40076 -3.73707 -2.13418  0.106
119 H 6.69219 -6.00717 -1.68298  0.101
120 H 4.63406 -6.40444 -0.36128  0.101
121 F -1.14707 3.56421 2.65930  0.010
122 C -2.27679 2.97544 3.22875  -0.242
123 C -3.43621 3.66823 3.48379  -0.022
124 C -4.58065 3.05818 4.02294  -0.081
125 C -4.47566 1.75240 4.40775  -0.078
126 C -3.33740 1.00470 4.00158  -0.075
127 C -2.27908 1.59951 3.35857  -0.050
128 H -3.48363 4.73582 3.32756  0.113
129 H -5.47425 3.64881 4.16087  0.108
130 H -5.29273 1.25815 4.91226  0.102
131 H -3.29284 -0.06008 4.17669  0.100
132 H -1.36962 1.06321 3.13129  0.094
133 F 6.41161 4.72142 3.90501  0.032
134 C 5.11441 4.59685 3.45385  -0.239
135 C 4.64049 3.52342 2.72663  -0.038
136 C 3.33301 3.45675 2.37139  -0.080
137 C 2.51719 4.58431 2.57054  -0.103
138 C 2.91433 5.70171 3.32806  -0.058
139 C 4.26078 5.65586 3.79067  -0.009
140 H 5.35227 2.77624 2.40805  0.107
141 H 2.99076 2.59337 1.82018  0.101
142 H 1.50118 4.49385 2.21568  0.086
143 H 2.22214 6.49646 3.56397  0.103
144 H 4.64215 6.52562 4.30494  0.107
145 F -2.94267 0.93152 -3.93725  0.051
146 C -3.33895 0.36127 -5.09314  -0.299
147 C -2.83029 0.80846 -6.26445  -0.021
148 C -3.28814 0.24872 -7.50920  -0.068
149 C -4.31390 -0.68544 -7.50848  -0.094
150 C -4.80144 -1.16848 -6.28295  -0.055
151 C -4.34606 -0.60077 -5.07802  -0.014
152 H -2.02336 1.52556 -6.29660  0.104
153 H -2.78803 0.56380 -8.41309  0.099
154 H -4.67891 -1.02884 -8.46517  0.098
155 H -5.53654 -1.95147 -6.16915  0.103
156 H -4.88062 -0.78556 -4.15796  0.093
157 F -5.60325 -6.72751 -2.83618  0.050
158 C -4.86850 -5.58985 -2.83896  -0.243
159 C -5.55085 -4.36452 -2.95157  -0.020
160 C -4.86776 -3.17025 -2.85580  -0.111
161 C -3.49283 -3.14573 -2.84482  -0.080
162 C -2.80289 -4.36469 -2.75970  -0.093
163 C -3.44916 -5.57286 -2.75467  -0.015
164 H -6.63019 -4.34729 -2.98535  0.114
165 H -5.43857 -2.26535 -2.70831  0.101
166 H -2.96008 -2.20629 -2.83975  0.093
167 H -1.74140 -4.31150 -2.56787  0.091
168 H -2.87405 -6.47668 -2.61773  0.113
169 F 2.98178 -6.55020 -2.27675  0.046
170 C 1.98270 -6.74912 -1.36719  -0.314
171 C 1.66792 -7.98806 -0.87922  -0.026
172 C 0.73937 -8.21495 0.13800  -0.057
173 C -0.01233 -7.11153 0.55025  -0.089
174 C 0.28505 -5.85752 0.05463  -0.061
175 C 1.29799 -5.68475 -0.91266  -0.036
176 H 2.25805 -8.77890 -1.31821  0.117
177 H 0.60990 -9.23804 0.45883  0.105
178 H -0.80408 -7.27989 1.26522  0.103
179 H -0.37146 -5.03609 0.30085  0.093
180 H 1.62677 -4.72477 -1.28244  0.101
181 F 1.09652 1.25647 4.29957  0.037
182 C 1.67824 1.81783 5.38049  -0.265
183 C 2.31230 1.01288 6.29287  -0.032
184 C 3.04690 1.55133 7.35614  -0.053
185 C 2.84257 2.92252 7.58163  -0.096
186 C 2.18759 3.73431 6.68878  -0.096
187 C 1.65605 3.20555 5.54978  -0.016
188 H 2.27797 -0.03675 6.04089  0.111
189 H 3.63581 0.93875 8.02273  0.104
190 H 3.20896 3.41438 8.47058  0.099
191 H 2.06652 4.77998 6.93025  0.111
192 H 1.17475 3.88341 4.86038  0.104

The HOMO energy comes out at -8.86 eV. The calculation puts the energy relative to the best compared isomer or geometry (same formula, charge and spin) at 16.3 kcal per mole. Its max |F| is 0.06557 Eh/bohr. As for the electronic energy: -144326.3901 eV.